Entry 1:
Density functional theory data (ωB97M-V/def2-TZVPD) for a molecular structure, C21H25N3O2RuS4 in a non-equilibrium geometry.

Structure (XYZ):
```
56
Properties=species:S:1:pos:R:3:forces:R:3
Ru 0.42242 -0.34672 0.30140 -2.0 0.5 0.2
S 4.01249 -1.56652 -1.25798 -0.2 0.0 0.1
S 3.48138 0.08266 -0.36669 0.8 -0.1 -0.1
S 1.85834 -2.04508 1.16419 0.4 0.2 -0.1
S 2.79527 -3.06302 -0.26295 0.2 0.0 -0.1
O 0.09395 -0.15643 2.36812 0.0 -0.1 0.0
O 0.60776 -0.48876 -1.78681 0.3 0.1 0.0
N -1.41392 0.98398 -0.06203 0.1 -0.1 0.0
N 1.28030 1.60322 0.47497 0.5 -0.5 -0.1
N -0.88749 -1.91999 0.09943 0.5 -0.1 -0.1
C -1.76588 1.75191 1.13683 0.0 0.0 0.0
C 1.29257 -2.82629 -4.43247 0.0 -0.1 -0.1
C 1.28729 2.37188 -0.75856 0.0 0.0 0.0
C 1.79534 2.11022 1.52568 -0.1 0.0 0.0
C 0.85214 0.06836 4.56201 0.0 0.0 0.0
C 2.50559 2.15654 3.84985 0.0 0.0 0.0
C -3.03100 -0.90291 0.58807 0.0 0.1 0.1
C -1.17139 1.88214 -1.21468 0.0 0.0 0.0
C 1.73440 1.53884 2.85266 0.1 0.0 0.1
C 0.56073 -3.95792 -4.03724 0.0 0.0 -0.1
C -0.09928 2.94774 -1.01984 0.0 -0.1 0.0
C 1.62972 0.68719 5.50711 0.0 0.0 0.0
C 0.59691 -1.59654 -2.44248 0.0 0.0 -0.2
C -0.14566 -3.89781 -2.86186 0.0 0.1 0.1
C -0.13308 -2.75352 -2.04572 0.1 -0.1 -0.2
C 1.30504 -1.68567 -3.67555 -0.1 0.1 0.1
C -1.95647 -1.89666 1.07036 0.0 0.0 0.1
C -0.94370 -2.76283 -0.85989 -0.2 -0.1 0.2
C -2.54924 0.11846 -0.44330 0.0 0.0 -0.1
C 2.47723 1.74870 5.16269 0.0 0.0 0.0
C 0.87307 0.45432 3.19266 0.0 0.1 0.1
H 3.14745 2.98144 3.55543 0.0 0.0 0.0
H 3.09417 2.23219 5.90850 0.0 0.0 0.0
H -2.24465 -0.39931 -1.35450 0.0 0.0 0.0
H 1.86837 -2.85845 -5.35131 0.0 0.0 0.0
H -0.72527 -4.75501 -2.53250 0.0 0.0 0.0
H 1.56153 1.69304 -1.56646 0.0 0.0 0.0
H -3.40508 0.76109 -0.70365 0.0 0.0 0.0
H 0.20550 -0.76067 4.82208 0.0 0.0 0.0
H -3.47115 -0.39508 1.44891 0.0 0.0 0.0
H -1.53512 -1.56980 2.01939 0.0 0.0 0.0
H -0.06108 3.52483 -1.94844 0.0 0.0 0.0
H 1.59031 0.34354 6.53516 0.0 0.0 0.0
H -1.71063 -3.54484 -0.80274 0.0 0.0 0.0
H 0.55778 -4.85467 -4.64305 0.0 0.0 0.0
H -0.87670 1.23874 -2.04531 0.0 0.0 0.0
H 2.30571 3.07691 1.44422 0.0 0.0 0.0
H -2.66754 2.35534 0.95288 0.0 0.0 0.0
H -0.94770 2.40517 1.42290 0.0 0.0 0.0
H -3.84524 -1.44699 0.10115 0.0 0.0 0.0
H 1.89234 -0.82333 -3.96459 0.0 0.0 0.0
H -0.37517 3.65026 -0.22891 0.0 0.0 0.0
H -2.12199 2.37534 -1.47336 0.0 0.0 0.0
H -1.93020 1.07340 1.96933 0.0 0.0 0.0
H -2.38270 -2.89826 1.19887 -0.1 0.0 0.0
H 2.03442 3.17306 -0.70347 0.0 0.0 0.0
```
Forces are in eV/Å.

M: 580.79 g/mol
LUMO energy (alpha / beta): 0.1035 / 0.0936 hartree
Gap between HOMO and LUMO (alpha / beta): 5.8 / 5.7 eV
2S+1: 2
E: -76674.5632 eV
Expectation value of S²: 0.770
Charge: -1
HOMO (alpha / beta): -0.1097 / -0.1166 hartree

***

Entry 2:
Density functional theory data (ωB97M-V/def2-TZVPD) for 2 unconnected molecules or ions with the total composition C2H12N4.

Structure (XYZ):
```
18
Properties=species:S:1:pos:R:3:forces:R:3
N -2.39996 0.90466 0.65046 -0.5 -0.6 0.4
N -4.20808 0.26566 2.15646 -0.2 0.0 -0.2
N 3.95603 -0.22154 -2.27687 -0.3 0.2 0.3
N 2.33119 -1.62954 -1.09040 -0.2 0.8 0.1
C -3.23556 1.26944 1.79884 0.7 0.3 -0.3
C 3.73784 -1.15463 -1.18102 -0.4 -0.6 -0.3
H -2.57276 1.40688 2.64352 0.2 0.0 0.2
H 2.01844 -1.50403 -0.13203 0.0 -0.4 0.1
H -3.70578 2.24173 1.62881 -0.4 -0.1 0.2
H -2.86495 1.08133 -0.22415 0.3 0.2 -0.2
H 4.00802 -0.72199 -0.22253 0.5 0.2 -0.1
H -3.75523 -0.63709 2.06779 0.0 -0.1 0.1
H -4.96788 0.25314 1.48686 -0.1 0.0 0.0
H -1.44354 1.20777 0.69569 0.0 0.3 -0.2
H 4.34947 -2.03613 -1.37318 0.2 0.1 0.1
H 1.78174 -0.91389 -1.55966 -0.2 -0.2 -0.2
H 3.60815 0.69688 -2.01749 0.1 0.0 0.0
H 3.36286 -0.50865 -3.05110 0.3 -0.1 -0.1
```
Forces are in eV/Å.

M: 92.15 g/mol
LUMO energy: 0.0270 hartree
Gap between HOMO and LUMO: 9.9 eV
SMILES: NCN.NCN
E: -8228.4231 eV
HOMO: -0.3384 hartree

***

Entry 3:
Density functional theory data (ωB97M-V/def2-TZVPD) for 2 unconnected molecules or ions with the total composition C3H5O2 in a non-equilibrium geometry.

Structure (XYZ):
```
10
Properties=species:S:1:pos:R:3:forces:R:3
O 3.47286 -0.29542 0.89604 -0.3 -0.5 -1.5
O 3.02526 -1.44302 -1.09402 0.5 0.8 1.0
C -0.12696 -0.42917 0.23936 -0.8 -2.2 0.6
C 0.71376 0.47698 -0.55718 1.9 -0.8 -1.9
C 3.06108 -0.69365 -0.16120 -1.1 0.1 0.3
H -0.13365 -1.54295 -0.17628 -0.1 2.2 0.8
H 0.59440 0.46353 -1.65881 -0.1 -0.6 0.3
H -1.21762 -0.08463 0.38671 1.0 -0.7 0.0
H 0.51255 1.48052 -0.33775 0.0 1.8 0.9
H 0.37124 -0.50096 1.23998 -0.9 -0.1 -0.3
```
Forces are in eV/Å.

M: 73.07 g/mol
LUMO energy: 0.1575 hartree
Gap between HOMO and LUMO: 5.8 eV
E: -7285.9550 eV
Charge: -1
HOMO: -0.0548 hartree

***

Entry 4:
Density functional theory data (ωB97M-V/def2-TZVPD) for a molecular structure, C33H24BeBrF4NOPS3 in a non-equilibrium geometry.

Structure (XYZ):
```
69
Properties=species:S:1:pos:R:3:forces:R:3
Br 1.16598 -2.99657 -1.23271 0.2 0.3 0.0
S -0.34901 2.15086 0.72258 0.5 -0.2 0.0
S 2.86283 -0.18747 1.14006 -0.3 0.6 0.1
S -2.97214 3.57526 0.69221 -0.1 -0.1 0.0
P -1.71038 -0.89025 -0.22580 0.3 -1.3 0.2
F 0.64332 -5.74142 -0.38875 0.0 -0.1 0.0
F -1.63589 -6.91920 0.44598 0.0 -0.1 0.0
F -3.80445 -2.78816 0.37712 -0.1 -0.2 -0.2
F -3.87061 -5.41954 0.79274 -0.1 0.0 0.0
O 1.50878 -0.14011 0.40717 0.9 -0.7 -0.3
N -2.70412 1.12220 -0.03680 -0.3 0.3 -0.1
C -2.19533 0.29131 -2.67573 0.0 -0.1 0.1
C -3.71777 -0.78863 3.47428 0.0 0.0 0.0
C -1.50035 -2.80797 -0.15734 -0.2 0.0 0.0
C -5.68624 3.22594 0.01920 0.0 0.0 0.0
C 3.00350 2.58560 1.42585 0.0 0.1 0.0
C 2.88326 1.34510 2.04113 0.1 -0.3 -0.1
C -2.28200 -0.93814 1.54794 0.1 0.2 0.2
C 2.17691 4.90776 4.29872 0.0 -0.1 -0.1
C -0.43486 -4.99561 -0.17096 0.1 0.2 0.0
C -2.73047 -4.84426 0.44046 0.0 0.0 0.0
C -3.20245 -0.70001 -4.61681 0.0 0.0 0.0
C 2.35036 2.39833 4.12459 0.0 0.1 0.0
C -6.65808 2.37951 -0.47648 0.0 0.1 0.0
C -2.41936 -0.87296 -1.93156 0.0 0.3 0.0
C 2.46639 3.65231 3.53109 0.0 -0.1 0.0
C -6.34055 1.07184 -0.84419 0.0 -0.1 0.0
C -1.37891 -1.20074 3.78346 0.0 0.0 0.0
C 2.56686 1.24556 3.39004 0.0 -0.2 0.0
C -4.39151 2.73767 0.13289 0.2 -0.1 0.0
C -2.59216 0.38082 -3.99730 0.0 0.0 -0.1
C -2.64255 -1.01946 4.32019 0.1 0.0 0.0
C -3.00194 -1.96171 -2.57488 -0.1 0.0 0.1
C 4.03145 0.07708 -0.18964 -0.1 0.0 0.1
C 2.81530 3.72606 2.18054 0.0 0.0 0.0
C -3.39719 -1.86915 -3.90206 0.0 0.0 0.0
C -3.54272 -0.74226 2.09958 0.0 0.1 0.0
C -1.20485 -1.16709 2.40872 -0.1 0.0 -0.2
C -4.05606 1.42466 -0.22417 -0.1 0.3 0.0
C -5.05520 0.58254 -0.71492 0.1 0.0 0.0
C -2.03532 2.14189 0.41883 -0.5 0.0 -0.1
C -1.59346 -5.61048 0.25776 0.0 0.0 0.0
C -0.39773 -3.62453 -0.39919 -0.2 0.0 -0.1
C -2.66109 -3.48195 0.23143 0.3 0.2 0.0
Be 0.08888 0.24228 0.19917 -0.7 0.6 0.2
H -1.69644 1.13442 -2.21735 0.0 0.1 0.0
H -0.52784 -1.37528 4.42950 0.0 0.0 0.0
H -5.91388 4.24392 0.30574 -0.1 0.0 0.0
H -3.16862 -2.89766 -2.06753 0.0 0.0 0.1
H 2.91757 4.69527 1.70855 0.0 0.0 0.0
H -2.78915 -1.07888 5.39030 0.0 0.1 0.0
H -3.85967 -2.72641 -4.37346 0.0 0.0 0.0
H -4.83121 -0.43937 -0.98103 0.0 -0.1 -0.1
H 2.07383 2.32679 5.16842 0.0 0.0 0.0
H 3.20130 2.68120 0.36732 0.1 0.0 0.0
H 3.88955 -0.73595 -0.89903 0.0 0.0 0.1
H 3.00770 5.60890 4.21967 0.0 0.0 0.1
H -2.43027 1.29854 -4.54752 0.1 0.0 0.0
H -3.51023 -0.63386 -5.65168 0.0 0.0 0.0
H 1.29486 5.39400 3.87811 0.0 0.0 0.0
H 2.47727 0.26920 3.85216 0.0 0.0 0.0
H -0.22096 -1.36920 1.99284 0.0 0.0 0.1
H 3.85910 1.03480 -0.66954 0.0 0.0 0.0
H 1.98303 4.69412 5.34730 0.0 0.1 0.0
H -4.40006 -0.57479 1.46684 0.0 0.0 0.0
H 5.03125 0.02655 0.24004 0.0 0.0 0.0
H -7.67584 2.73261 -0.57312 0.0 0.0 0.0
H -7.11451 0.42828 -1.24023 0.0 0.0 0.0
H -4.70655 -0.64415 3.88965 0.0 0.0 0.0
```
Forces are in eV/Å.

M: 742.64 g/mol
LUMO energy: -0.0990 hartree
Gap between HOMO and LUMO: 8.1 eV
E: -161252.4807 eV
Charge: +1
HOMO: -0.3979 hartree

***

Entry 5:
Density functional theory data (ωB97M-V/def2-TZVPD) for a molecular structure, C27H25ClFeN3O2 in a non-equilibrium geometry.

Structure (XYZ):
```
59
Properties=species:S:1:pos:R:3:forces:R:3
Fe 0.00629 -1.20316 -1.06742 0.4 -0.4 0.9
Cl 1.77305 -1.76577 -5.53346 0.0 0.0 0.0
O 1.02219 0.13205 -0.17203 -0.4 0.5 -0.3
O 0.67117 -2.98349 -1.17074 -0.1 -0.1 -0.5
N -1.16325 -1.80253 0.60043 0.0 0.4 -0.2
N 0.64821 5.19200 -2.99808 0.0 0.0 0.0
N -1.22409 -2.90369 2.47586 -0.1 0.0 0.1
C -1.06669 3.97461 1.99356 0.0 0.0 0.0
C -0.54980 -4.21170 0.47561 -0.1 0.0 0.1
C 2.12194 0.59848 -3.06964 0.1 0.0 0.1
C -0.38679 3.80097 3.19966 0.0 0.0 0.0
C 0.75099 1.87207 2.23211 0.1 -0.1 0.0
C -0.61243 -6.62674 0.32436 0.0 0.0 0.0
C 0.20047 1.19048 -0.11007 0.1 0.1 0.2
C -0.62848 4.72903 4.36032 0.0 0.0 -0.1
C 2.02640 1.96738 -2.91859 0.1 0.0 0.1
C -0.87610 3.14124 0.91095 0.0 0.0 0.0
C 0.16532 -6.55451 -0.83006 0.0 0.0 0.0
C 1.18242 -1.59934 -3.83999 0.1 0.1 -0.2
C -0.95876 -2.98483 1.15380 -0.1 -0.1 0.1
C 0.73128 4.04979 -3.08318 0.0 -0.2 0.0
C -1.56771 -0.93998 1.60291 -0.1 -0.1 0.0
C -1.65317 3.39980 -0.35266 0.0 -0.1 0.0
C -0.18467 0.50927 -3.74315 -0.1 0.0 0.0
C -0.28745 1.88465 -3.59735 -0.1 0.0 -0.1
C 0.23814 -4.13527 -0.68848 0.0 0.2 0.0
C 0.51235 2.74406 3.28269 0.0 0.0 0.0
C 0.82529 2.61374 -3.20063 0.0 0.2 -0.1
C 1.02555 -0.14107 -3.50573 0.0 -0.2 -0.1
C 0.57762 -5.33435 -1.32816 0.1 -0.1 0.0
C -0.96158 -5.45433 0.96287 0.0 0.0 0.0
C 0.04632 2.05048 1.00319 0.1 0.0 0.0
C 1.76050 0.76574 2.42405 -0.1 0.1 0.0
C -1.61047 -1.61344 2.77622 0.0 -0.1 0.0
H 1.90892 -2.10229 -3.21159 0.0 0.0 0.1
H 0.01467 4.48036 5.20473 0.0 0.0 0.0
H -0.43409 5.76774 4.08268 0.0 0.0 0.0
H -1.04507 -0.06143 -4.07762 0.0 0.0 -0.1
H 2.16466 0.80370 3.43719 0.0 0.0 0.0
H -0.95358 -7.58121 0.70212 0.0 0.0 0.0
H -1.10932 -3.65871 3.12950 0.0 0.0 0.0
H 1.05995 2.59559 4.20915 0.0 0.0 0.0
H -1.66609 4.67540 4.69940 0.0 0.0 0.0
H 1.31683 -0.21648 2.25715 0.0 0.0 0.0
H 0.24205 -2.14260 -3.80784 0.0 0.0 0.1
H 2.87571 2.54347 -2.57754 0.0 0.0 0.0
H -1.86236 -1.29742 3.77256 0.0 0.0 0.0
H -1.59507 -5.49914 1.84324 0.0 0.0 0.0
H -1.77320 0.10037 1.41244 0.0 -0.1 0.0
H -0.99113 3.58808 -1.20119 0.0 0.0 0.0
H 1.17918 -5.27109 -2.22695 0.0 0.0 0.0
H -0.39556 1.41527 -0.99532 0.0 0.0 0.0
H -2.29232 4.27337 -0.23029 0.0 0.0 0.0
H 3.05177 0.09302 -2.84012 0.0 0.0 -0.1
H 2.58477 0.85094 1.71488 0.0 0.0 0.0
H -2.29299 2.55019 -0.61694 0.0 0.0 0.0
H -1.76519 4.80191 1.89966 0.0 0.0 0.0
H -1.22056 2.39301 -3.80033 0.0 0.0 0.0
H 0.44398 -7.46365 -1.34816 0.0 0.0 0.0
```
Forces are in eV/Å.

M: 514.81 g/mol
LUMO energy (alpha / beta): -0.0124 / -0.0177 hartree
Gap between HOMO and LUMO (alpha / beta): 5.3 / 7.8 eV
2S+1: 6
E: -83879.7996 eV
Expectation value of S²: 8.796
HOMO (alpha / beta): -0.2080 / -0.3036 hartree

***

Entry 6:
Density functional theory data (ωB97M-V/def2-TZVPD) for a molecular structure, C23H20N6PtS2.

Structure (XYZ):
```
52
Properties=species:S:1:pos:R:3:forces:R:3
Pt -0.33165 -0.09651 0.06066 0.0 0.1 -0.2
S -2.38635 -2.39307 2.26215 0.0 0.0 0.1
S -2.95878 -0.12324 0.63573 -0.1 0.0 0.1
N -0.06701 -2.20549 -0.35942 0.1 0.0 0.0
N -0.86497 0.74152 1.91795 0.1 -0.1 0.0
N 1.69380 0.35906 0.95477 0.0 0.0 0.0
N 0.79836 0.22800 -1.73454 0.0 0.0 0.1
N -3.05728 3.31430 1.93947 0.0 0.0 0.0
N -0.99897 -1.78155 5.45690 0.1 0.0 0.1
C 0.04859 1.20217 2.69071 0.0 0.0 0.0
C 0.16457 -4.92703 -0.75384 0.0 0.0 0.0
C 2.48692 1.01344 -0.10732 0.0 0.0 0.0
C 1.11170 -2.80636 -0.12645 0.0 0.0 0.0
C 2.33652 -2.00466 0.25583 0.0 0.0 0.0
C 2.47014 0.68505 -3.87667 0.0 0.0 0.0
C -1.07792 1.46045 4.88915 0.1 0.0 -0.1
C 1.18139 0.21595 -4.08320 0.0 0.0 0.0
C 1.23882 -4.17850 -0.30605 0.0 0.0 0.0
C -0.13462 1.79961 4.00509 0.0 0.0 0.1
C -2.75903 2.20874 2.00389 0.0 0.0 0.0
C 2.04253 0.68402 -1.52375 0.0 0.0 0.0
C 2.90507 0.91672 -2.58164 0.0 0.0 0.0
C 0.37749 -0.00632 -2.98457 0.0 0.0 0.0
C 1.47294 1.20155 2.14992 0.0 0.0 0.0
C -2.82992 0.14778 3.36011 -0.1 -0.1 0.1
C -1.03389 -4.28373 -1.02246 0.0 0.0 0.0
C -1.69134 -1.05634 4.74024 0.0 -0.1 -0.1
C -2.34849 -1.28116 3.40635 0.0 0.1 -0.1
C -1.10698 -2.92428 -0.80578 0.0 -0.1 0.0
C -2.15692 0.43800 4.74019 0.0 0.1 0.0
C -2.32119 0.81243 2.08923 0.0 0.0 0.0
C 2.23170 -0.96343 1.36816 0.0 0.0 0.0
H 3.09023 -2.72244 0.57888 0.0 0.0 0.0
H 0.62510 2.51238 4.30510 0.0 0.0 0.0
H -2.90965 0.59966 5.50986 0.0 -0.1 0.0
H 2.15960 0.92213 2.95433 0.0 0.0 0.0
H 2.75055 -1.55321 -0.65003 0.0 0.0 0.0
H -3.91854 0.22616 3.40047 0.0 0.0 0.0
H -1.89881 -4.81682 -1.38969 0.0 0.0 0.0
H -1.03659 1.93619 5.86204 0.0 0.0 0.0
H 2.39390 2.09407 0.01167 0.0 0.0 0.0
H 3.13000 0.86701 -4.71408 0.0 0.0 0.0
H 3.54842 0.77246 0.00356 0.0 0.0 0.0
H 1.59362 -1.33611 2.17267 0.0 0.0 0.0
H -2.02319 -2.37845 -0.98894 0.0 0.0 0.0
H 3.90584 1.28087 -2.39019 0.0 0.0 0.0
H 0.26422 -5.99431 -0.89799 0.0 0.0 0.0
H 2.18864 -4.65249 -0.10085 0.0 0.0 0.0
H -0.63339 -0.37676 -3.08713 0.0 0.0 0.0
H 0.80202 0.02335 -5.07608 0.0 0.0 0.0
H 3.23306 -0.80913 1.78549 0.0 0.0 0.0
H 1.68609 2.24754 1.91210 0.0 0.0 0.0
```
Forces are in eV/Å.

M: 639.67 g/mol
LUMO energy (alpha / beta): -0.2801 / -0.3085 hartree
Gap between HOMO and LUMO (alpha / beta): 6.5 / 6.8 eV
2S+1: 5
E: -58013.1118 eV
Expectation value of S²: 6.034
Charge: +2
HOMO (alpha / beta): -0.5180 / -0.5602 hartree